Density functional theory data (wB97M-V/def2-TZVPD) for C41H53FN6O7Sb2Tl as an isolated structure.

```
111
C41H53FN6O7Sb2Tl (wB97M-V/def2-TZVPD)
Tl 0.54 1.03 0.08
O 0.72 2.75 -4.41
C 0.31 2.14 -3.30
O 0.09 2.70 -2.25
C 0.14 0.66 -3.50
C 0.44 0.03 -4.70
C 0.25 -1.33 -4.79
C -0.22 -2.02 -3.68
C -0.49 -1.30 -2.52
N -0.31 0.01 -2.44
C -1.08 -1.92 -1.27
O -1.02 -3.25 -1.14
O -1.61 -1.25 -0.42
H 0.80 3.70 -4.23
H 0.80 0.61 -5.54
H 0.46 -1.86 -5.71
H -0.39 -3.08 -3.75
H -0.54 -3.66 -1.87
C 4.19 -5.77 3.82
C 2.73 -5.69 3.42
N 2.45 -4.61 2.46
C 2.04 -3.42 2.92
C 1.77 -2.32 2.16
C 1.40 -1.08 2.88
O 0.88 -1.10 3.98
O 1.82 0.04 2.31
C 1.83 -2.42 0.73
O 1.41 -1.55 -0.02
C 2.38 -3.69 0.23
C 2.62 -3.85 -1.14
C 3.14 -5.02 -1.62
F 3.44 -5.13 -2.94
C 3.44 -6.11 -0.78
C 3.20 -5.95 0.57
C 2.69 -4.75 1.09
N 3.95 -7.31 -1.29
C 5.03 -8.02 -0.64
C 6.26 -8.08 -1.55
N 5.85 -8.70 -2.87
C 4.73 -7.93 -3.53
C 3.56 -7.88 -2.55
H 4.34 -6.58 4.53
H 4.51 -4.84 4.29
H 4.84 -5.94 2.96
H 2.10 -5.50 4.29
H 2.37 -6.63 2.98
H 1.90 -3.35 4.00
H 2.42 -3.02 -1.81
H 3.39 -6.79 1.23
H 4.72 -9.04 -0.38
H 5.33 -7.52 0.28
H 7.06 -8.69 -1.13
H 6.63 -7.08 -1.78
H 5.55 -9.66 -2.71
H 6.66 -8.75 -3.49
H 4.48 -8.44 -4.46
H 5.11 -6.93 -3.74
H 3.20 -8.91 -2.38
H 2.74 -7.33 -3.00
C -3.65 1.19 -1.73
Sb -3.33 0.86 0.35
C -4.92 -0.54 0.55
C -4.71 2.69 0.79
C -4.82 2.69 2.20
C -5.86 1.95 2.83
C -5.95 1.88 4.18
C -5.02 2.53 5.06
C -4.02 3.25 4.53
C -3.88 3.39 3.08
C -2.91 4.20 2.60
Sb 1.36 1.64 3.58
C 2.81 2.75 2.46
C 2.76 1.08 5.07
H -4.68 1.51 -1.89
H -3.49 0.25 -2.26
H -2.96 1.95 -2.11
H -5.82 -0.13 0.09
H -5.10 -0.78 1.59
H -4.63 -1.45 0.02
H -5.60 2.39 0.25
H -4.12 3.45 0.30
H -6.59 1.46 2.20
H -6.76 1.32 4.62
H -5.14 2.45 6.13
H -3.31 3.77 5.16
H -2.24 4.71 3.27
H -2.78 4.38 1.54
H 3.07 3.67 2.99
H 2.42 3.03 1.48
H 3.70 2.14 2.34
H 3.03 1.96 5.65
H 3.65 0.67 4.59
H 2.32 0.34 5.74
N 2.96 1.41 -0.94
C 4.03 1.76 -0.67
N 5.23 2.17 -0.36
C 6.13 1.34 0.45
C 6.48 2.06 1.75
C 7.02 3.46 1.46
C 6.02 4.27 0.64
C 5.68 3.54 -0.66
H 7.04 1.15 -0.13
H 5.64 0.38 0.64
H 7.22 1.47 2.30
H 5.59 2.13 2.37
H 7.96 3.38 0.90
H 7.25 3.98 2.39
H 6.41 5.25 0.40
H 5.10 4.41 1.21
H 6.56 3.47 -1.30
H 4.90 4.04 -1.22
```

Output
strongest force on any atom	0.708	eV Å⁻¹
net charge	+3
relative energy (zero: lowest compared OMol25 entry of this formula, charge and spin)	0.209	eV
HOMO level	-14.106	eV
DFT total energy	-87115.2741	eV


Density functional theory data (wB97M-V/def2-TZVPD) for C4H3O2 as an isolated structure at a distorted geometry.

```
9
C4H3O2 (wB97M-V/def2-TZVPD)
C -0.86 0.14 0.05
C 1.56 0.31 0.09
C 0.43 -0.02 -0.73
C 0.44 -0.19 0.88
O -1.77 -0.78 0.11
O 1.08 -1.07 -0.07
H -1.08 1.13 0.12
H 2.79 0.96 -0.17
H -2.59 -0.46 -0.28
```

Output
strongest force on any atom	5.164	eV Å⁻¹
net charge	+1
relative energy (zero: lowest compared OMol25 entry of this formula, charge and spin)	6.703	eV
HOMO level	-17.022	eV
DFT total energy	-8274.9129	eV


| no. | orbital gap (eV) |
| --- | --- |
| 1 | 6.54 |
| 2 | 11.50 |